Here is 3 unconnected molecules or ions with the total composition C9H21Br4INOP from the OMol25 dataset. Energies are from the ωB97M-V functional and the def2-TZVPD basis.

The geometry in ORCA input format:
```
! RIJCOSX wB97M-V def2-TZVPD def2/J DEFGRID3
* xyz 0 1
H -3.7712 -1.4201 -5.7584
C 2.0974 1.0498 -0.8420
H 2.3936 1.9605 -0.3114
N 0.2912 -0.1376 -1.8572
C 2.5337 -0.9028 5.0215
C -1.1320 -0.4197 0.8140
Br -2.6735 0.7828 -6.0502
P -0.1857 1.1606 0.7165
C -1.6135 2.3091 0.5290
H 2.6071 1.0029 -1.8108
C 3.5905 0.0189 0.6852
C -4.2822 -0.3664 -3.9688
Br 1.9037 0.6541 4.0527
H 3.6903 1.0223 1.1117
O 2.3967 -0.0919 -0.0609
C 0.5859 1.0275 -1.0520
H -5.0599 0.2878 -4.3510
H -0.4752 -1.2201 1.1607
H 3.6104 -0.9500 4.8718
H 1.9475 -2.2344 3.4289
I 0.1827 2.7412 -2.3081
H -1.2448 3.3279 0.4152
H 2.3739 -3.0402 4.9559
H -4.7291 -1.2545 -3.5281
H -1.6067 -0.7260 -0.1176
H -2.1600 2.2527 1.4743
H -2.2979 2.0902 -0.2924
C 1.8950 -2.1703 4.5122
H -0.6943 -0.1904 -2.0938
Br -3.4300 0.5991 -2.5141
H -2.4136 -1.2282 -4.6281
H 3.5277 -0.6975 1.5032
H 4.4706 -0.2020 0.0706
H -1.9118 -0.2832 1.5655
H 2.3192 -0.7335 6.0725
C -3.2973 -0.7518 -5.0429
H 0.5488 -0.9772 -1.3455
Br 0.0129 -2.2897 4.9718
*
```

The frontier orbital gap is 8.682 eV. The calculation puts the strongest force on any atom at 0.0082 Eh/bohr. For the total energy, the calculation gives -11420.5950 hartree. Its structure (SMILES) is COC[C@](N)(I)P(C)C.BrCCBr.BrCCBr. Its LUMO energy is 0.54 eV.

---

Here is 6 unconnected molecules or ions with the total composition C9H21Br6N3O6 at a distorted geometry from the OMol25 dataset. Energies are from the ωB97M-V functional and the def2-TZVPD basis.

The geometry in ORCA input format:
```
! RIJCOSX wB97M-V def2-TZVPD def2/J DEFGRID3
* xyz -1 2
Br 0.9607 7.1867 3.3813
H 0.4509 -1.0408 -2.9488
C 1.3689 5.8178 1.9580
N 2.0665 -3.8736 -3.6938
H 0.4619 -4.7871 -1.5302
H -3.2984 1.3184 2.3630
C -0.3165 0.4096 -1.4926
O -0.0388 -4.4956 1.1984
H -1.2569 -4.8749 -0.9749
Br -2.8015 3.9701 0.7570
C 0.8193 -0.4828 -2.0880
H -4.9974 2.8741 0.8631
C -3.8135 1.1778 1.4128
H -3.2184 0.3585 1.0095
H -0.3749 4.5838 2.3772
C 0.7057 4.4794 2.2788
O 0.5482 1.5118 4.5913
Br 2.2574 0.7385 -2.5931
O 0.3320 -2.5522 0.3949
H 3.8479 -5.0578 -3.8478
N 0.0040 -3.7283 0.2880
H 2.4735 -5.6512 -4.8167
O -0.9681 0.7559 3.2243
H 0.9528 -0.8947 2.8389
H 2.4443 5.6986 1.8263
Br -1.8564 -0.7126 -1.0600
H 1.0682 4.0244 3.2005
N 0.1586 0.8296 3.6142
H 3.2628 -4.1716 -5.3152
C 1.1167 0.1729 2.6924
O 0.9081 -4.0496 -3.9789
H -3.9939 2.1555 -0.5274
C -0.3669 -4.2523 -1.0663
Br 1.1297 3.1320 0.7510
H 1.1843 -1.2203 -1.3731
H 1.0244 6.1643 0.9836
H -0.6152 1.1805 -2.2030
H 0.9999 0.5310 1.6696
C 2.9838 -4.7633 -4.4433
Br -5.6221 0.3547 1.9235
H 2.1429 0.2133 3.0577
O 2.4296 -3.0433 -2.8101
C -4.0405 2.4907 0.5087
H 0.0755 0.9660 -0.6412
H -0.5990 -3.4439 -1.7596
*
```

The frontier orbital gap (spin up / spin down) is 2.776 / 6.433 eV. The calculation puts the strongest force on any atom at 0.1283 Eh/bohr. For the total energy, the calculation gives -16415.0214 hartree. As for the energy relative to the best compared isomer or geometry (same formula, charge and spin): 2.58 kcal per mole. Its LUMO energy (spin up / spin down) is 1.72 / 1.72 eV.

---

Here is a molecular structure, C9H21Cl2IrO2P2 at a distorted geometry from the OMol25 dataset. Energies are from the ωB97M-V functional and the def2-TZVPD basis.

The geometry in ORCA input format:
```
! RIJCOSX wB97M-V def2-TZVPD def2/J DEFGRID3
* xyz 2 5
H -2.8713 -3.5369 1.1013
H -2.9684 -2.5253 -0.3594
H -1.8708 -1.4042 3.4257
H -1.9295 2.9431 -1.9716
H 0.3203 4.5545 0.9324
C -2.5619 0.9356 1.1694
H -3.6557 -1.9405 1.1684
C 1.0504 2.5535 -1.2250
C 0.0110 -2.8424 0.3777
Ir -0.7996 0.4914 0.8792
H -1.3581 4.4676 -1.2640
H 1.8941 2.0308 -0.7647
H 3.5833 -2.0479 -4.0856
C 2.9491 -1.7580 -2.1069
H 4.6772 -2.7738 -2.8662
O 1.7611 -1.8005 -2.3381
P -0.4025 2.5033 -0.1380
H 1.3218 3.5977 -1.4244
H -0.1112 -2.8414 -0.7098
H 0.8037 2.0558 -2.1679
P -1.2168 -1.7415 1.1187
O -3.6740 1.2605 1.3865
H 4.6817 -1.0085 -3.1239
C -0.0026 3.5734 1.2916
H 0.7863 3.1030 1.8861
C -1.0608 -1.9490 2.9287
C -2.8283 -2.5055 0.7256
H -0.1417 -3.8506 0.7813
H 1.0237 -2.4915 0.5994
H -1.1326 -3.0153 3.1603
C 4.0524 -1.9059 -3.1079
Cl 3.5441 -1.5018 -0.4540
C -1.6904 3.4468 -1.0308
H -0.8964 3.6859 1.9140
H -0.0999 -1.5425 3.2597
Cl 1.4241 0.2643 1.4758
H -2.6120 3.5157 -0.4435
*
```

The frontier orbital gap (spin up / spin down) is 7.613 / 4.357 eV. The calculation puts the strongest force on any atom at 0.1645 Eh/bohr. For the total energy, the calculation gives -2212.7371 hartree. Its LUMO energy (spin up / spin down) is -6.70 / -11.88 eV.

---

Here is a molecular structure, C9H21Cl2O2P2Pt at a distorted geometry from the OMol25 dataset. Energies are from the ωB97M-V functional and the def2-TZVPD basis.

The geometry in ORCA input format:
```
! RIJCOSX wB97M-V def2-TZVPD def2/J DEFGRID3
* xyz 3 5
H 1.8692 4.0012 0.5444
C -0.6450 -3.0883 1.8651
H -0.5760 3.2979 2.7087
C -0.8544 3.2450 1.6515
P 0.4902 -2.1185 0.8537
H -0.5592 -4.1408 1.5719
H -2.1247 -0.6383 -5.1780
P 0.3220 2.1979 0.7796
H 0.7385 -2.2990 -1.5795
C -0.6959 0.0625 2.9278
C 0.1690 -2.7856 -0.7848
H 0.4468 -3.8509 -0.7156
H -1.8608 2.8183 1.5527
Cl 2.2122 0.1552 3.1144
H -0.1483 3.3842 -1.2700
C 1.9648 2.9429 0.8202
H 2.5950 2.4164 0.0931
H -0.8997 -2.7011 -1.0088
H -1.8244 0.9917 -4.8184
C -1.2699 -0.2315 -3.2251
C -2.1869 0.0762 -4.3584
H 2.4828 -2.3549 2.1832
H 0.4420 1.7060 -1.5603
H 2.3942 2.8251 1.8204
H -1.6611 -2.7352 1.6556
H -0.8305 4.2433 1.1963
H 2.8243 -2.0533 0.4579
O -1.6499 -0.6244 -2.1346
H -3.2036 0.1501 -3.9674
C 2.1937 -2.6119 1.1608
C -0.2033 2.3332 -0.9386
Cl 0.3733 -0.0324 -3.5804
O -1.4190 0.0752 3.8427
H 2.2518 -3.6844 0.9610
H -1.2291 1.9495 -1.0323
H -0.4027 -2.9585 2.9200
Pt 0.4743 0.0372 1.4711
*
```

The frontier orbital gap (spin up / spin down) is 7.831 / 4.485 eV. The calculation puts the strongest force on any atom at 0.1607 Eh/bohr. For the total energy, the calculation gives -2227.1887 hartree. As for the energy relative to the best compared isomer or geometry (same formula, charge and spin): 0.00 kcal per mole. Its LUMO energy (spin up / spin down) is -11.49 / -15.85 eV.

---

Here is a molecular structure, C9H21ClLiNO4 at a distorted geometry from the OMol25 dataset. Energies are from the ωB97M-V functional and the def2-TZVPD basis.

The geometry in ORCA input format:
```
! RIJCOSX wB97M-V def2-TZVPD def2/J DEFGRID3
* xyz -1 2
H -1.9346 -1.9993 -0.6704
H -3.4526 -2.1469 0.0945
H 2.0124 -0.1448 0.3960
C -2.4743 -0.2197 0.6482
H -2.3262 -0.5320 1.6820
C -1.4003 2.0201 1.0077
O 2.7345 -2.6664 -0.7570
Cl -0.1726 -3.7388 -2.1018
O 1.4088 1.7923 0.6888
C -2.8045 -1.4102 -0.3801
H -0.7176 1.8239 -1.5669
H 2.6871 3.0139 1.5094
H 2.8172 2.9949 -0.2209
H -1.4069 2.8977 2.9428
C -1.2734 1.8764 2.5863
H -3.3828 0.3825 0.6449
O 4.8608 -3.1694 -1.0148
H -1.3472 0.1738 -1.9869
H -0.2782 1.5609 2.8996
H -1.8946 1.1408 3.0973
H -3.2816 -1.0030 -1.2716
H 2.1625 -2.9740 -1.4640
N -1.3273 0.7081 0.1842
H 1.4365 0.7194 -1.0749
C 3.7142 -3.2056 -1.4941
C 1.3377 0.6171 0.0058
H -0.1524 -1.0547 -0.1846
O 3.4403 -3.7954 -2.5310
Li 1.6699 -4.7952 -3.3910
H -2.4531 1.4025 -1.4393
C 0.0235 -0.1252 0.3569
H 0.0358 -0.3565 1.4220
C -1.4324 1.0369 -1.3267
H -2.3695 2.4596 0.7718
H -0.6674 2.6554 0.5104
H 3.5402 1.7108 0.7824
C 2.6681 2.3500 0.6451
*
```

The frontier orbital gap (spin up / spin down) is 1.623 / 6.772 eV. The calculation puts the strongest force on any atom at 0.1322 Eh/bohr. For the total energy, the calculation gives -1178.9326 hartree. Its LUMO energy (spin up / spin down) is 1.79 / 1.68 eV.

---

Here is a molecular structure, C9H21ClNO5P2Zr at a distorted geometry from the OMol25 dataset. Energies are from the ωB97M-V functional and the def2-TZVPD basis.

The geometry in ORCA input format:
```
! RIJCOSX wB97M-V def2-TZVPD def2/J DEFGRID3
* xyz 3 1
Zr 0.2304 -0.1177 -0.0494
H -0.2812 1.6485 3.3195
C 1.5129 0.5315 -3.1070
C 2.0507 -0.3523 2.8117
H 0.0434 -2.3475 3.7916
H 2.1897 -0.2740 -2.7921
C -0.7389 -1.2807 -3.1732
C -0.1963 -2.1597 2.7421
H 2.1399 -0.6628 3.8561
H 1.4096 0.5361 -4.1957
Cl 0.0882 -5.1020 -0.0206
H -0.6917 -1.1437 -4.2546
H -3.4751 -5.9875 -0.3672
H -1.2691 -2.2816 2.5610
H -1.1431 1.5709 -4.0771
O 1.1228 3.8038 -0.9124
C -0.5978 0.6130 3.4754
O -1.9870 2.4313 0.5459
H -0.8138 2.5356 -2.5924
H -1.7690 -1.4642 -2.8493
H 0.3343 -2.8627 2.0901
O -2.1668 -3.8798 0.4369
H -1.6707 0.5312 3.2773
H -0.1105 -2.1216 -2.8579
H -2.1070 -6.3641 -1.4605
O 0.8039 1.7000 0.0547
C -1.6768 -4.9112 0.0482
H 2.6406 -1.0125 2.1632
N 1.0840 3.3586 0.1505
P 0.3017 -0.4779 2.4335
H -2.1130 -7.0002 0.2049
H -2.2056 1.4176 -2.6363
P -0.1487 0.2513 -2.4915
H 2.3966 0.6797 2.6832
H 1.9043 1.4913 -2.7503
C -1.1807 1.5820 -2.9844
C -2.3937 -6.1438 -0.4232
O 1.2753 3.6551 1.2495
H -0.3692 0.2856 4.4932
C -1.4047 1.4533 0.3582
*
```

The frontier orbital gap is 5.567 eV. The calculation puts the strongest force on any atom at 0.0911 Eh/bohr. For the total energy, the calculation gives -1975.1894 hartree. Its LUMO energy is -13.07 eV.